(1)
A molecular structure, C4H5NO at a distorted geometry. Source: the OMol25 dataset; level of theory: wB97M-V/def2-TZVPD.

Structure (XYZ):
```
11
Properties=species:S:1:pos:R:3:forces:R:3:mulliken_charge:R:1
N 2.2679 -0.7696 -0.7534 1.1546 0.8491 1.5260 -0.5225
C 1.7171 -0.0234 -0.0479 2.1199 -0.5756 0.2737 0.1286
C 0.5452 0.7309 0.3820 0.4768 -0.2280 -0.6932 0.3129
C -0.3271 0.0233 -0.7643 0.6643 -0.1463 -0.2573 -0.6119
C -1.1341 -0.4566 0.4966 -0.0874 -0.4448 -0.1734 -0.3362
O -0.2223 0.1865 1.4270 0.0774 -0.0477 -0.1913 -0.3866
H 0.6877 1.8196 0.4637 -0.0211 -0.4340 -0.2237 0.3599
H -0.8956 0.8002 -1.3063 0.2877 -0.7539 -0.3680 0.2498
H 0.7499 -0.7462 -1.3015 -5.0848 1.8837 0.5265 0.3447
H -2.1468 -0.0436 0.6490 0.3795 -0.1166 -0.3416 0.2343
H -1.1646 -1.5328 0.6730 0.0332 0.0141 -0.0777 0.2270
```
Positions in Å, forces in eV/Å.

As for the total charge: 0. Its HOMO energy is -9.99 eV. The total energy comes out at -285.24357 Ha.

---

(2)
2 unconnected molecules or ions with the total composition C4H12 at a distorted geometry. Source: the OMol25 dataset; level of theory: wB97M-V/def2-TZVPD.

Structure (XYZ):
```
16
Properties=species:S:1:pos:R:3:forces:R:3:mulliken_charge:R:1
C 0.4637 -2.4073 -1.3408 -1.8664 -3.3514 -0.1702 -0.7610
C -0.6267 -1.4913 -1.8626 3.1373 4.0430 4.0509 -0.7038
H 1.4345 -2.0669 -1.4912 1.5619 1.4135 0.2188 0.2807
H 0.1844 -2.5358 -0.2679 0.9959 -0.4249 -0.7706 0.2286
H 0.5945 -3.4411 -1.8159 -0.8553 1.0959 0.5134 0.2680
H -0.3384 -0.6742 -2.4974 0.4291 -0.2083 -1.1078 0.3083
H -0.6410 -0.8203 -0.8524 -0.7039 -0.8858 -2.1471 0.0208
H -1.6121 -1.6844 -1.9984 -2.6967 -1.6632 -0.5720 0.3589
C -0.4512 2.4349 1.0697 7.4999 -4.0552 -0.4256 -0.9248
C 0.3605 1.2579 1.9657 1.6857 5.4164 -2.1379 -0.9791
H -0.7217 3.2396 1.5849 -1.0119 3.0998 2.5312 0.3792
H 0.4719 2.6986 0.3950 -1.9520 0.0549 0.9757 0.2118
H -1.1609 2.1182 0.4609 -3.3732 -1.6707 -2.5932 0.3489
H 1.0162 2.0362 2.4631 -0.1692 -1.2569 -0.0543 0.2763
H 1.0612 0.6008 1.4631 -0.2868 0.1154 -0.8235 0.2923
H -0.0347 0.7353 2.7240 -2.3944 -1.7226 2.5123 0.3949
```
Positions in Å, forces in eV/Å.

As for the total charge: 0. Its HOMO energy is -10.79 eV. The total energy comes out at -159.48996 Ha. The structure (SMILES) is CC.CC.

---

(3)
C7H12O3S in the gas phase at a distorted geometry. Source: the OMol25 dataset; level of theory: wB97M-V/def2-TZVPD.

Structure (XYZ):
```
23
Properties=species:S:1:pos:R:3:forces:R:3:mulliken_charge:R:1
C 2.1079 1.6162 0.8784 1.8471 -0.4955 0.7878 -0.8628
C 1.8962 -0.9574 -0.0461 3.0049 -0.5459 -0.3449 -0.8132
C 0.4494 -0.9820 0.3820 -0.5758 -0.8811 2.1358 -0.7222
C -0.7070 -0.5759 -0.5845 2.0641 -0.0329 1.6152 0.2946
C -2.0296 -1.1273 -0.1501 -0.9172 -1.4584 -0.3084 -0.7434
C -2.9900 0.0686 -0.4587 0.3758 -0.2172 -0.8771 -0.5078
C -2.0469 1.3202 -0.3830 -0.2454 -0.8299 0.0748 0.3902
H 1.0753 1.9261 0.8780 -0.2724 0.1293 -0.2061 0.2628
H 2.7882 2.5002 0.7598 -0.6893 -0.7227 0.2737 0.3614
H 2.3378 1.0718 1.8857 -0.1701 0.7737 -1.9295 0.2529
H 2.5864 -1.1466 0.8373 -0.9685 0.1777 -0.7162 0.3561
H 2.3793 -1.6643 -0.8314 -1.6800 0.7531 0.9775 0.3631
H 0.3772 -0.2479 1.3166 -0.0879 -1.7841 -1.7771 0.2349
H 0.3099 -2.0806 0.7507 -0.2260 1.9266 -0.4668 0.3374
H -0.3928 -0.7960 -1.5563 0.1219 -0.6847 -1.7763 0.4504
H -2.3133 -2.1043 -0.6944 0.4560 1.6555 0.5840 0.2823
H -1.8715 -1.4746 0.9153 -0.9297 0.9392 -0.8137 0.3621
H -3.3669 0.0647 -1.5334 0.7121 -0.2448 1.1032 0.2529
H -3.9030 0.0506 0.1187 0.0659 0.5446 0.4809 0.3898
O 3.8928 0.5659 -0.9822 0.9276 -0.2629 0.4364 -0.6443
O -2.2641 2.4907 -0.2758 -0.2280 -0.6470 -0.0113 -0.5650
O -0.7746 0.8444 -0.5379 -0.6208 0.8493 0.2309 -0.2767
S 2.4595 0.6379 -0.6885 -1.9642 1.0578 0.5273 0.5446
```
Positions in Å, forces in eV/Å.

As for the total charge: 0. Its HOMO energy is -8.77 eV. The total energy comes out at -897.77600 Ha.

---

no.,orbital gap (eV)
1,10.6
2,11.8
3,9.4